1.
Formula: C10H24MnO6
Source: the OMol25 dataset
Level of theory: wB97M-V/def2-TZVPD

Geometry as XYZ:
```
41
Properties=species:S:1:pos:R:3:forces:R:3
Mn 0.266524 0.227739 0.286202 2.3 1.3 4.6
O 0.213914 1.907989 0.898052 1.9 4.0 2.9
C 1.513714 1.685549 1.499632 -0.3 1.5 -1.3
C 1.993554 0.190479 1.791622 0.5 -0.2 0.6
O 1.584654 -0.826621 0.864032 4.8 -1.1 4.2
H 1.574874 2.381619 2.336202 0.4 -0.5 0.8
H 2.214254 2.101789 0.775682 0.6 0.1 -0.2
H 1.750124 0.029669 2.841852 -0.9 -0.7 0.3
H 3.078514 0.204999 1.895272 0.5 0.4 -0.5
C -2.660626 0.937259 0.069512 -0.7 -0.4 -0.1
O -1.308166 0.751219 -0.324568 -6.2 2.1 -6.3
C -1.099516 0.759059 -1.810058 -0.7 1.8 1.2
C 0.309734 1.229339 -2.053788 0.7 -0.2 0.1
O 1.160804 0.429679 -1.188078 5.1 3.8 -8.8
C 2.520434 0.473179 -1.578708 1.5 1.0 -0.1
H -3.233586 0.235369 -0.536428 -0.7 0.2 0.0
H -3.028786 1.960569 -0.004058 0.2 0.1 -0.4
H -2.756416 0.635019 1.112382 0.0 0.2 -0.4
H -1.750406 1.565829 -2.147038 -0.2 -0.4 -0.6
H -1.267056 -0.209661 -2.280808 -0.4 0.2 0.1
H 0.440034 2.287719 -1.828048 0.0 0.0 0.3
H 0.583944 1.073019 -3.097088 0.0 -0.2 -0.2
H 3.105974 -0.305841 -1.090468 -0.5 0.0 0.3
H 2.960824 1.438829 -1.330338 0.0 0.2 0.5
H 2.719084 0.427129 -2.649468 -0.6 -0.4 -0.4
C 0.682754 -2.004391 -1.816928 1.0 0.0 -0.7
O 0.094104 -1.294231 -0.722248 -2.6 -7.9 -4.3
C -1.162166 -1.879471 -0.375198 0.3 0.2 0.2
C -1.193786 -1.680731 1.135722 -1.2 -0.4 1.5
O -0.962986 -0.288241 1.503582 -3.6 -3.0 6.2
C -1.284096 0.128179 2.878542 0.4 -1.4 0.6
H 1.609134 -1.494501 -2.081378 -0.4 -0.2 0.0
H 0.063554 -2.051871 -2.712708 -0.5 0.4 -0.1
H 0.980474 -3.040661 -1.656888 -0.3 -0.1 0.9
H -1.202986 -2.929191 -0.665948 0.1 -0.2 0.5
H -1.889756 -1.359521 -0.998398 -0.6 -0.2 0.6
H -0.438076 -2.342161 1.559422 0.5 0.4 0.0
H -2.114656 -1.993871 1.627692 -0.5 0.0 -0.4
H -0.837816 -0.572271 3.584462 0.2 -0.3 -0.1
H -2.347286 0.113349 3.118352 -0.3 0.0 -0.5
H -0.882796 1.098669 3.170432 0.1 0.1 -1.1
```
Forces are in eV/Å.

## Properties
HOMO energy (alpha / beta) (eV): -3.50 / -7.34
Orbital gap (alpha / beta) (eV): 4.036 / 7.788
2S+1: 6
Expectation value of S²: 8.761


2.
Formula: C10H24N6O6SSr
Source: the OMol25 dataset
Level of theory: wB97M-V/def2-TZVPD

Geometry as XYZ:
```
48
Properties=species:S:1:pos:R:3:forces:R:3
O 0.658306 -1.578474 -3.231944 -1.0 0.4 -1.5
H 0.067090 -1.746487 -4.017120 0.9 0.2 1.2
Sr 0.756836 0.184055 0.035733 0.7 -2.3 -0.9
N 1.905792 -1.835636 -0.887179 -1.2 0.2 0.9
N -0.223857 -2.242984 0.189933 -0.5 -0.6 -1.1
N 0.378360 2.495424 -0.748585 -0.2 2.0 2.0
N -1.398951 1.361250 0.935568 -1.1 2.4 1.0
O 2.831029 -1.235496 -1.441873 1.5 -0.1 -0.8
O 1.736408 2.849240 -1.102551 -2.0 0.0 -0.6
O -2.384831 0.833023 1.811460 0.7 0.3 -0.9
O -1.409601 -2.236973 0.682696 -0.4 -0.3 0.2
C 0.128818 -3.269156 -0.664288 1.1 1.5 1.5
C 1.419274 -3.035070 -1.267728 -0.3 0.4 0.3
C -0.168241 3.263617 0.199646 1.5 -1.0 -2.0
C -1.286232 2.687499 1.016532 0.0 -2.5 0.1
C 2.133698 -3.912743 -2.224712 0.0 -0.5 -0.2
H 2.038213 -3.500868 -3.237195 -0.1 0.0 0.3
H 1.669022 -4.900274 -2.177245 0.2 0.0 -0.3
H 3.205974 -4.023945 -2.008998 -0.3 0.2 0.2
C -0.666436 -4.509188 -0.803639 -0.4 -0.4 -0.4
H -1.633230 -4.380339 -1.309885 0.2 0.3 0.1
H -0.894533 -4.986429 0.155380 0.1 0.3 0.0
H -0.100356 -5.219471 -1.396380 0.0 -0.2 0.0
C 0.377569 4.612729 0.556798 0.5 -0.1 0.3
C -1.983255 3.530432 2.064892 0.1 -0.3 -0.1
H 1.088450 4.935463 -0.220173 -0.3 -0.1 0.5
H 0.888274 4.541084 1.535078 0.1 0.1 -0.4
H -0.398352 5.367571 0.708759 -0.1 -0.2 -0.2
H -2.539792 2.835492 2.712035 0.1 0.6 -0.2
H -2.662107 4.285081 1.638771 0.2 -0.4 0.0
H -1.231789 4.082661 2.662482 -0.3 -0.3 -0.3
H 1.818542 2.491261 -2.031985 0.0 -0.2 0.8
H -2.528599 -0.096037 1.513278 0.6 0.4 -0.1
C -1.737782 0.266109 -2.221274 -0.2 0.4 0.2
H -1.238411 -0.094587 -3.113562 -0.1 -0.1 0.3
H -1.675794 1.335388 -1.973403 -0.1 -0.6 -0.1
H -2.369397 -0.401808 -1.625091 0.4 0.3 -0.3
O 1.739561 0.776240 -3.612368 -0.9 0.6 0.4
H 1.444516 -0.215486 -3.511533 -0.1 -0.2 0.1
H 0.863503 1.186328 -3.758479 0.6 -0.3 -0.2
N -0.216269 -1.192198 3.602998 0.3 0.4 0.6
C 0.544497 -0.068408 3.572404 0.0 -0.2 -0.5
N 0.075825 1.100995 4.081659 -0.8 -0.4 0.3
S 2.035287 -0.094285 2.780047 0.3 0.1 0.2
H -1.070604 -1.210613 4.147980 0.2 -0.1 -0.2
H 0.211424 -2.104304 3.375512 -0.4 1.1 -0.1
H 0.688263 1.916393 4.179993 -0.4 -0.9 -0.3
H -0.886096 1.153916 4.427556 0.7 0.1 -0.1
```
Forces are in eV/Å.

## Properties
HOMO energy (alpha / beta) (eV): -6.46 / -6.83
Orbital gap (alpha / beta) (eV): 5.047 / 5.427
2S+1: 1


Calculated ΔE to the lowest compared entry with this formula, charge and spin (kcal per mole), listed in the same order as above: 240.5; 60.7